# 1
One molecule with the formula C5H8O. Source: the OMol25 dataset; level of theory: ωB97M-V/def2-TZVPD.

Computed properties:
**SMILES**: C=CC(=C)OC
**Total charge**: 0
**Energy above the lowest of the compared OMol25 structures with the same formula, charge and spin**: 1.8595 eV

Bonds (Å) are listed after each position.
Atoms and positions in Å:
1 C -1.9672 -0.0112 0.7194  C2 1.335, H7 1.093, H8 1.075
2 C -1.1775 -0.6565 -0.1421  C1 1.335, C3 1.469, H9 1.087
3 C 0.0468 -0.0914 -0.7258  C2 1.469, C4 1.322, O5 1.372
4 C 0.6820 -0.7205 -1.6997  C3 1.322, H10 1.090, H11 1.083
5 O 0.5269 1.0812 -0.1983  C3 1.372, C6 1.410
6 C 1.3451 0.8816 0.9329  O5 1.410, H12 1.096, H13 1.106, H14 1.082
7 H -1.7601 1.0050 1.0633  C1 1.093
8 H -2.8832 -0.4384 1.0859  C1 1.075
9 H -1.4436 -1.6618 -0.4597  C2 1.087
10 H 1.5989 -0.3137 -2.1251  C4 1.090
11 H 0.2927 -1.6369 -2.1264  C4 1.083
12 H 0.8252 0.4146 1.7772  C6 1.096
13 H 2.2338 0.2865 0.6529  C6 1.106
14 H 1.6803 1.8616 1.2454  C6 1.082

# 2
A 12-piece molecular cluster, C33H96N12O12 overall in a non-equilibrium geometry. Source: the OMol25 dataset; level of theory: ωB97M-V/def2-TZVPD.

Computed properties:
**SMILES**: COC[C@H](C)N.COC[C@H](C)N.COC[C@H](C)N.COC[C@H](C)N.COC[C@H](C)N.COC[C@H](C)N.NC(N)=O.NC(N)=O.NC(N)=O.CCO.CCO.CCO
**Total charge**: 0
**Energy above the lowest of the compared OMol25 structures with the same formula, charge and spin**: 5.8798 eV

Bonds (Å) are listed after each position.
Atoms and positions in Å:
1 C 14.5637 2.4580 -36.2260  O2 1.474, H7 1.090, H8 1.090, H9 1.090
2 O 13.3657 1.6405 -35.9614  C1 1.474, C3 1.467
3 C 13.0812 1.3929 -34.5442  O2 1.467, C4 1.546, H10 1.090, H11 1.090
4 C 11.5428 1.2388 -34.5199  C3 1.546, C5 1.562, N6 1.423, H12 1.090
5 C 11.2058 0.0048 -35.4161  C4 1.562, H13 1.090, H14 1.090, H15 1.090
6 N 10.7521 2.3433 -34.9431  C4 1.423, H16 1.010, H17 1.010
7 H 15.3887 1.9388 -35.7383  C1 1.090
8 H 14.4549 3.4946 -35.9069  C1 1.090
9 H 14.8199 2.4996 -37.2847  C1 1.090
10 H 13.6545 0.4941 -34.3173  C3 1.090
11 H 13.4433 2.2012 -33.9088  C3 1.090
12 H 11.2015 0.9472 -33.5266  C4 1.090
13 H 11.5326 0.1408 -36.4471  C5 1.090
14 H 10.1234 -0.1224 -35.3957  C5 1.090
15 H 11.6470 -0.9328 -35.0780  C5 1.090
16 H 9.8193 2.0836 -35.2303  N6 1.010
17 H 11.2269 2.6538 -35.7788  N6 1.010
18 C 7.9020 -0.5370 -29.6436  O19 1.447, H24 1.090, H25 1.090, H26 1.090
19 O 8.4559 -1.8720 -29.7139  C18 1.447, C20 1.435
20 C 9.6526 -2.1771 -28.9828  O19 1.435, C21 1.536, H27 1.090, H28 1.090
21 C 9.4386 -1.9787 -27.4750  C20 1.536, C22 1.561, N23 1.439, H29 1.090
22 C 8.2768 -2.9206 -27.0280  C21 1.561, H30 1.090, H31 1.090, H32 1.090
23 N 9.2905 -0.6477 -26.9478  C21 1.439, H33 1.010, H34 1.010
24 H 8.5897 0.1274 -30.1667  C18 1.090
25 H 7.6577 -0.1821 -28.6424  C18 1.090
26 H 7.0342 -0.4661 -30.2994  C18 1.090
27 H 9.8028 -3.2463 -29.1324  C20 1.090
28 H 10.4662 -1.6166 -29.4433  C20 1.090
29 H 10.3301 -2.3247 -26.9518  C21 1.090
30 H 7.9223 -2.6052 -26.0467  C22 1.090
31 H 8.4780 -3.9838 -26.8966  C22 1.090
32 H 7.5483 -2.9295 -27.8386  C22 1.090
33 H 9.8851 -0.0462 -27.5000  N23 1.010
34 H 8.4282 -0.1839 -27.1957  N23 1.010
35 C 15.9148 -11.8176 -28.8003  O36 1.426, H41 1.090, H42 1.090, H43 1.090
36 O 14.5440 -11.4541 -28.9530  C35 1.426, C37 1.375
37 C 14.4315 -10.1270 -28.6109  O36 1.375, C38 1.589, H44 1.090, H45 1.090
38 C 12.8932 -9.8085 -28.3740  C37 1.589, C39 1.484, N40 1.418, H46 1.090
39 C 12.7471 -8.3418 -28.1981  C38 1.484, H47 1.090, H48 1.090, H49 1.090
40 N 12.4280 -10.3659 -27.1555  C38 1.418, H50 1.010, H51 1.010
41 H 15.9563 -12.9018 -28.9042  C35 1.090
42 H 16.2813 -11.5077 -27.8216  C35 1.090
43 H 16.6502 -11.4519 -29.5169  C35 1.090
44 H 14.9757 -9.9647 -27.6805  C37 1.090
45 H 14.8708 -9.4170 -29.3115  C37 1.090
46 H 12.2664 -9.9914 -29.2468  C38 1.090
47 H 12.5798 -7.8163 -29.1383  C39 1.090
48 H 13.5510 -7.9668 -27.5646  C39 1.090
49 H 11.8540 -8.1703 -27.5972  C39 1.090
50 H 12.6149 -11.3579 -27.1225  N40 1.010
51 H 13.1165 -10.0307 -26.4970  N40 1.010
52 C 4.0669 -6.1857 -23.6159  O53 1.424, H58 1.090, H59 1.090, H60 1.090
53 O 4.4100 -7.3504 -24.3589  C52 1.424, C54 1.434
54 C 4.3909 -7.1734 -25.7813  O53 1.434, C55 1.572, H61 1.090, H62 1.090
55 C 3.4279 -8.2179 -26.4534  C54 1.572, C56 1.484, N57 1.463, H63 1.090
56 C 3.5492 -8.4211 -27.9185  C55 1.484, H64 1.090, H65 1.090, H66 1.090
57 N 2.0644 -7.9373 -26.0048  C55 1.463, H67 1.010, H68 1.010
58 H 3.6201 -6.6716 -22.7485  C52 1.090
59 H 3.3632 -5.5685 -24.1745  C52 1.090
60 H 4.9454 -5.5484 -23.5152  C52 1.090
61 H 4.0578 -6.2098 -26.1669  C54 1.090
62 H 5.3663 -7.3393 -26.2386  C54 1.090
63 H 3.7025 -9.1894 -26.0423  C55 1.090
64 H 2.7326 -9.0012 -28.3483  C56 1.090
65 H 4.5185 -8.8174 -28.2208  C56 1.090
66 H 3.6306 -7.4120 -28.3226  C56 1.090
67 H 1.4215 -8.6946 -26.1869  N57 1.010
68 H 2.1654 -8.1802 -25.0296  N57 1.010
69 C -0.5121 -0.7479 -25.5534  O70 1.508, H75 1.090, H76 1.090, H77 1.090
70 O 0.2157 -1.1426 -26.8133  C69 1.508, C71 1.498
71 C 0.6767 0.0857 -27.5353  O70 1.498, C72 1.553, H78 1.090, H79 1.090
72 C 1.5005 -0.4775 -28.7246  C71 1.553, C73 1.586, N74 1.433, H80 1.090
73 C 2.7413 -1.3388 -28.2405  C72 1.586, H81 1.090, H82 1.090, H83 1.090
74 N 1.9589 0.6229 -29.5205  C72 1.433, H84 1.010, H85 1.010
75 H -0.9257 -1.7016 -25.2255  C69 1.090
76 H -1.3814 -0.1269 -25.7696  C69 1.090
77 H 0.2052 -0.2042 -24.9387  C69 1.090
78 H -0.1687 0.6062 -27.9853  C71 1.090
79 H 1.1682 0.7988 -26.8734  C71 1.090
80 H 0.8534 -1.1201 -29.3216  C72 1.090
81 H 2.4567 -2.3619 -27.9946  C73 1.090
82 H 3.1903 -0.9635 -27.3209  C73 1.090
83 H 3.5312 -1.2783 -28.9891  C73 1.090
84 H 1.1927 1.0517 -30.0197  N74 1.010
85 H 2.3829 1.3466 -28.9577  N74 1.010
86 C 15.3616 -1.7147 -29.7018  O87 1.406, H92 1.090, H93 1.090, H94 1.090
87 O 15.5790 -3.0593 -30.0491  C86 1.406, C88 1.427
88 C 16.5619 -3.7649 -29.2933  O87 1.427, C89 1.589, H95 1.090, H96 1.090
89 C 16.8323 -5.2234 -29.8634  C88 1.589, C90 1.566, N91 1.428, H97 1.090
90 C 17.8588 -6.0422 -29.0110  C89 1.566, H98 1.090, H99 1.090, H100 1.090
91 N 17.4126 -5.0224 -31.1528  C89 1.428, H101 1.010, H102 1.010
92 H 15.3700 -1.4422 -28.6464  C86 1.090
93 H 14.4950 -1.4143 -30.2908  C86 1.090
94 H 16.1667 -1.0687 -30.0520  C86 1.090
95 H 17.5129 -3.2399 -29.2033  C88 1.090
96 H 16.1152 -3.8809 -28.3058  C88 1.090
97 H 15.8560 -5.7074 -29.8866  C89 1.090
98 H 18.8656 -5.6278 -28.9578  C90 1.090
99 H 18.0936 -6.9477 -29.5704  C90 1.090
100 H 17.5786 -6.2858 -27.9862  C90 1.090
101 H 17.3877 -5.9512 -31.5487  N91 1.010
102 H 16.7641 -4.6010 -31.8024  N91 1.010
103 N 12.8990 -4.5854 -33.1806  C104 1.320, H107 1.010, H108 1.010
104 C 13.0097 -5.8432 -33.5657  N103 1.320, N105 1.312, O106 1.255
105 N 11.9353 -6.5501 -33.8278  C104 1.312, H109 1.010, H110 1.010
106 O 14.1472 -6.3597 -33.6830  C104 1.255
107 H 12.0301 -4.1033 -33.0000  N103 1.010
108 H 13.7916 -4.1689 -32.9571  N103 1.010
109 H 12.1306 -7.5300 -33.9758  N105 1.010
110 H 11.0195 -6.1310 -33.7527  N105 1.010
111 N 6.2111 4.1544 -25.8826  C112 1.318, H115 1.010, H116 1.010
112 C 4.9752 3.6972 -25.9035  N111 1.318, N113 1.318, O114 1.235
113 N 4.3794 3.5000 -24.7442  C112 1.318, H117 1.010, H118 1.010
114 O 4.4584 3.4448 -26.9963  C112 1.235
115 H 6.6023 3.9981 -26.8006  N111 1.010
116 H 6.8624 4.4979 -25.1913  N111 1.010
117 H 3.4986 3.0123 -24.8245  N113 1.010
118 H 4.8465 3.9397 -23.9641  N113 1.010
119 N 8.9479 5.2218 -31.5262  C120 1.297, H123 1.010, H124 1.010
120 C 9.8985 5.8329 -30.8888  N119 1.297, N121 1.299, O122 1.207
121 N 11.0420 6.0534 -31.4632  C120 1.299, H125 1.010, H126 1.010
122 O 9.6549 6.0266 -29.7226  C120 1.207
123 H 9.0505 4.8875 -32.4738  N119 1.010
124 H 8.1958 4.9454 -30.9114  N119 1.010
125 H 11.5635 6.5375 -30.7465  N121 1.010
126 H 11.3326 5.6155 -32.3257  N121 1.010
127 C 8.7205 0.4532 -20.1456  C128 1.525, H130 1.090, H131 1.090, H132 1.090
128 C 8.4267 0.2874 -21.6331  C127 1.525, O129 1.381, H133 1.090, H134 1.090
129 O 9.5611 -0.2528 -22.2068  C128 1.381, H135 0.960
130 H 7.9076 0.8384 -19.5301  C127 1.090
131 H 9.5598 1.1484 -20.1276  C127 1.090
132 H 8.9935 -0.5365 -19.7793  C127 1.090
133 H 8.3454 1.2778 -22.0811  C128 1.090
134 H 7.4546 -0.1655 -21.8282  C128 1.090
135 H 9.3653 -0.2089 -23.1456  O129 0.960
136 C 7.4984 -7.2198 -32.1215  C137 1.563, H139 1.090, H140 1.090, H141 1.090
137 C 7.2089 -5.8029 -32.7156  C136 1.563, O138 1.387, H142 1.090, H143 1.090
138 O 8.3572 -5.0330 -32.6076  C137 1.387, H144 0.960
139 H 6.6328 -7.8822 -32.1091  C136 1.090
140 H 7.8864 -7.2789 -31.1046  C136 1.090
141 H 8.2235 -7.7267 -32.7581  C136 1.090
142 H 6.4362 -5.4906 -32.0131  C137 1.090
143 H 6.7909 -5.8143 -33.7222  C137 1.090
144 H 8.3122 -4.3801 -31.9052  O138 0.960
145 C 12.9426 3.8907 -25.8200  C146 1.536, H148 1.090, H149 1.090, H150 1.090
146 C 12.8773 2.8960 -26.9892  C145 1.536, O147 1.450, H151 1.090, H152 1.090
147 O 11.5704 2.8565 -27.6169  C146 1.450, H153 0.960
148 H 13.9508 4.1535 -25.4999  C145 1.090
149 H 12.3467 3.4962 -24.9970  C145 1.090
150 H 12.4077 4.8143 -26.0413  C145 1.090
151 H 13.0739 1.8762 -26.6583  C146 1.090
152 H 13.6905 3.2465 -27.6248  C146 1.090
153 H 11.2063 3.6867 -27.9327  O147 0.960

# 3
A 3-piece molecular cluster, C18H34BrN5O9P overall in a non-equilibrium geometry. Source: the OMol25 dataset; level of theory: ωB97M-V/def2-TZVPD.

Computed properties:
**Total charge**: +1
**Total energy**: -4572.4122 a.u.

Bonds (Å) are listed after each position.
Atoms and positions in Å:
1 C -0.6074 -1.0312 1.7146  C2 1.526, H21 1.091, H22 1.092, H23 1.092
2 C -0.0695 -1.2985 0.3117  C1 1.526, C3 1.528, H24 1.091, H25 1.088
3 C -0.2366 -0.1184 -0.6446  C2 1.528, Br4 1.973, N5 1.431, H26 1.086
4 Br 1.0577 -0.2901 -2.1235  C3 1.973
5 N -0.0951 1.1795 -0.0598  C3 1.431, C6 1.336, N19 1.369
6 C -0.9497 2.2041 -0.1364  N5 1.336, C7 1.489, N11 1.323
7 C -2.2478 2.1715 -0.8659  C6 1.489, C8 1.538, H27 1.088, H28 1.095
8 C -3.3702 1.3847 -0.1690  C7 1.538, C9 1.537, H29 1.092, H30 1.091
9 C -3.8350 1.9536 1.1807  C8 1.537, N10 1.467, H31 1.094, H32 1.092
10 N -3.6205 3.4030 1.2626  C9 1.467, H33 1.012, H34 1.015
11 N -0.4714 3.2602 0.5012  C6 1.323, C12 1.341
12 C 0.7322 2.9229 0.9881  N11 1.341, N13 1.336, N19 1.354
13 N 1.5369 3.7312 1.6829  C12 1.336, C14 1.480, P16 1.800
14 C 2.8288 3.3066 2.2660  N13 1.480, C15 1.524, H35 1.089, H36 1.090
15 C 3.9681 3.4097 1.2587  C14 1.524, H37 1.092, H38 1.090, H39 1.090
16 P 1.1307 5.4591 1.9834  N13 1.800, O17 1.594, O18 1.625
17 O 0.3812 5.8732 0.6387  P16 1.594, H40 0.969
18 O -0.1167 5.2970 3.0124  P16 1.625, H41 0.965
19 N 0.9747 1.6307 0.6657  N5 1.369, C12 1.354, O20 1.352
20 O 2.0208 0.8001 0.8778  N19 1.352, H42 0.973
21 H -0.0386 -0.2706 2.2518  C1 1.091
22 H -1.6744 -0.8013 1.7160  C1 1.092
23 H -0.4904 -1.9520 2.2896  C1 1.092
24 H -0.5988 -2.1505 -0.1164  C2 1.091
25 H 0.9731 -1.6072 0.3508  C2 1.088
26 H -1.2089 -0.1682 -1.1249  C3 1.086
27 H -2.5215 3.2098 -1.0398  C7 1.088
28 H -2.0807 1.7273 -1.8526  C7 1.095
29 H -4.2209 1.4165 -0.8531  C8 1.092
30 H -3.0918 0.3329 -0.0835  C8 1.091
31 H -4.9004 1.7241 1.2771  C9 1.094
32 H -3.3021 1.4727 2.0032  C9 1.092
33 H -3.8838 3.7410 2.1795  N10 1.012
34 H -4.2301 3.8692 0.5991  N10 1.015
35 H 2.7014 2.2971 2.6533  C14 1.089
36 H 3.0180 3.9911 3.0932  C14 1.090
37 H 3.9790 2.5808 0.5478  C15 1.092
38 H 3.8739 4.3347 0.6907  C15 1.090
39 H 4.9275 3.4018 1.7749  C15 1.090
40 H -0.5838 5.7884 0.6769  O17 0.969
41 H -0.1043 4.4742 3.5157  O18 0.965
42 H 2.7037 1.0327 0.2243  O20 0.973
43 C -1.5792 -1.5066 -6.2962  C44 1.506, H50 1.090, H51 1.089, H52 1.090
44 C -1.8812 -1.3502 -4.8296  C43 1.506, C45 1.511, O49 1.445, H53 1.092
45 C -2.4063 -2.5858 -4.1357  C44 1.511, O46 1.439, H54 1.087, H55 1.092
46 O -3.1501 -2.0071 -3.0481  C45 1.439, C47 1.354
47 C -3.5742 -0.7848 -3.4478  O46 1.354, O48 1.190, O49 1.351
48 O -4.3478 -0.1109 -2.8447  C47 1.190
49 O -2.9668 -0.4246 -4.5993  C44 1.445, C47 1.351
50 H -2.4321 -1.9353 -6.8232  C43 1.090
51 H -1.3669 -0.5393 -6.7495  C43 1.089
52 H -0.7154 -2.1561 -6.4350  C43 1.090
53 H -1.0179 -0.9464 -4.2972  C44 1.092
54 H -1.6299 -3.2423 -3.7522  C45 1.087
55 H -3.0901 -3.1569 -4.7666  C45 1.092
56 C 4.2835 -4.1454 3.1955  C57 1.505, H63 1.091, H64 1.089, H65 1.089
57 C 3.0553 -4.7231 2.5444  C56 1.505, C58 1.513, O62 1.447, H66 1.093
58 C 3.2808 -5.9599 1.7034  C57 1.513, O59 1.436, H67 1.086, H68 1.092
59 O 2.1971 -5.8791 0.7643  C58 1.436, C60 1.346
60 C 1.8905 -4.5775 0.6086  O59 1.346, O61 1.190, O62 1.356
61 O 1.1750 -4.1439 -0.2382  C60 1.190
62 O 2.5098 -3.8238 1.5501  C57 1.447, C60 1.356
63 H 5.0787 -4.0006 2.4633  C56 1.091
64 H 4.0624 -3.1755 3.6396  C56 1.089
65 H 4.6428 -4.8126 3.9781  C56 1.089
66 H 2.2735 -4.9002 3.2879  C57 1.093
67 H 3.2318 -6.8900 2.2619  C58 1.086
68 H 4.2198 -5.9150 1.1476  C58 1.092

# 4
One molecule with the formula C4H8O2. Source: the OMol25 dataset; level of theory: ωB97M-V/def2-TZVPD.

Computed properties:
**SMILES**: CO[C@@H](C)C=O
**Total charge**: 0
**Energy above the lowest of the compared OMol25 structures with the same formula, charge and spin**: 1.6292 eV

Bonds (Å) are listed after each position.
Atoms and positions in Å:
1 C 1.9703 0.0474 -0.4278  O2 1.431, H7 1.095, H8 1.102, H9 1.100
2 O 0.8018 -0.7546 -0.2330  C1 1.431, C3 1.428
3 C -0.4288 -0.0308 -0.2753  O2 1.428, C4 1.515, C5 1.541, H10 1.104
4 C -1.5649 -0.9639 0.0886  C3 1.515, H11 1.092, H12 1.096, H13 1.097
5 C -0.4677 1.1233 0.7445  C3 1.541, O6 1.208, H14 1.115
6 O -1.2998 1.9960 0.6705  C5 1.208
7 H 2.8177 -0.6456 -0.4569  C1 1.095
8 H 1.9769 0.6234 -1.3675  C1 1.102
9 H 2.1463 0.7373 0.4108  C1 1.100
10 H -0.6025 0.3931 -1.2802  C3 1.104
11 H -1.6567 -1.7931 -0.6163  C4 1.092
12 H -1.4604 -1.3785 1.0976  C4 1.096
13 H -2.5057 -0.4006 0.0715  C4 1.097
14 H 0.2735 1.0467 1.5735  C5 1.115

What is the formula in the first record? C5H8O